No. 1
# C31H28F5N4O3SeV

A molecular structure, C31H28F5N4O3SeV in a non-equilibrium geometry (ωB97M-V with the def2-TZVPD basis set, OMol25).

Summary:
Frontier orbital gap (alpha / beta): 4.5 / 4.4 eV
2S+1: 2
Total charge: -1
E_tot: -5487.63609 Ha

The geometry in XYZ format:
```
73
Properties=species:S:1:pos:R:3:forces:R:3:lowdin_spin:R:1
V -0.5896 -0.7911 0.4877 -0.2252 0.5605 0.5245 0.909
C -0.0978 -2.9107 -0.0899 0.3825 -0.1276 -0.3760 0.002
C 0.9853 -2.4503 0.6970 0.2975 -0.2473 -0.1135 -0.005
C 1.6067 -1.3826 0.0030 0.1978 -0.2757 -0.0906 -0.005
C 0.8985 -1.1615 -1.2045 0.1887 -0.0641 0.0546 0.005
C -0.1675 -2.0951 -1.2570 0.1918 -0.4326 -0.1032 0.004
C -1.1114 -2.3090 -2.4004 -0.0491 0.1023 0.1338 0.000
C 1.2948 -0.2011 -2.2842 -0.0652 0.0450 0.1211 0.000
C 2.8932 -0.7343 0.4079 -0.1172 0.0222 0.0487 -0.001
C 1.5489 -3.1439 1.9002 -0.1633 0.1126 -0.0439 -0.001
C -0.7851 -4.2320 0.0688 -0.1096 0.2010 0.1006 0.003
H -0.7610 -3.1219 -3.0429 0.0007 0.0126 -0.0231 0.000
H -1.2016 -1.4100 -3.0106 -0.0219 -0.0073 -0.0143 0.000
H -2.1101 -2.5717 -2.0456 -0.0047 0.0066 -0.0258 0.000
H 1.9846 -0.6857 -2.9807 -0.0029 0.0060 -0.0090 0.001
H 1.7967 0.6762 -1.8723 0.0060 0.0134 -0.0441 0.000
H 0.4298 0.1418 -2.8524 0.0149 0.0076 -0.0181 -0.001
H 3.7005 -1.4729 0.3944 -0.0134 -0.0028 -0.0098 0.000
H 2.8439 -0.3126 1.4130 0.0327 0.0387 -0.0105 0.000
H 3.1548 0.0781 -0.2648 0.0176 0.0846 0.0704 0.000
H 2.0655 -4.0596 1.5972 0.0107 -0.0097 0.0408 -0.001
H 0.7678 -3.4194 2.6114 0.0295 0.0034 0.0331 0.000
H 2.2730 -2.5099 2.4114 -0.0069 -0.0155 0.0311 0.000
H -0.2217 -4.9896 -0.4844 -0.0034 -0.0192 0.0151 0.000
H -1.7995 -4.2178 -0.3298 -0.0093 -0.0273 0.0397 0.001
H -0.8253 -4.5472 1.1123 -0.0429 -0.0227 -0.0079 0.000
N 1.0339 2.1864 2.9631 0.0060 0.1073 -0.3993 0.000
C 0.5808 1.0407 2.4500 0.1369 0.0623 0.3815 0.001
O 0.4546 0.8930 1.2249 -0.0394 0.0027 -0.0545 0.006
C 0.1981 -0.1033 3.3400 -0.2212 -0.0840 -0.1882 0.000
C -0.9088 -0.8714 2.6077 0.3373 -0.1608 0.3981 -0.023
H 1.4274 2.8740 2.3134 0.1298 -0.1697 0.0693 0.000
H 1.2541 2.2594 3.9382 -0.0407 -0.0741 0.0673 0.000
H -0.0823 0.2523 4.3372 0.1027 0.0202 0.0360 -0.001
H 1.0898 -0.7317 3.4447 0.0374 0.0540 0.0219 0.000
H -1.8637 -0.3661 2.7952 -0.0060 -0.0415 -0.0285 -0.003
H -0.9878 -1.8720 3.0450 -0.0514 -0.0103 -0.0476 0.002
O -7.3587 0.5187 -2.5018 0.1810 0.0352 0.0996 0.036
N -6.8204 -0.2964 -1.7560 -1.0867 -0.0892 -0.5072 0.020
O -7.4411 -1.2543 -1.3131 0.2944 -0.0416 0.1900 0.013
C -5.4415 -0.1185 -1.4306 1.3327 0.7612 -0.0864 0.041
C -4.8112 0.9543 -2.0378 -0.9353 -0.5520 0.1070 -0.010
C -3.4762 1.2738 -1.7843 1.1047 0.5762 -0.0035 0.027
C -2.7989 2.3821 -2.3402 -0.7537 -0.4509 0.0129 -0.135
C -1.4885 2.6161 -1.9603 0.4919 -0.1185 0.3215 -0.003
C -0.8450 1.7712 -1.0655 -0.3547 0.4389 -0.3669 -0.123
N -1.4483 0.6790 -0.5326 0.3831 -0.3455 -0.0166 -0.027
C -2.7461 0.4516 -0.8934 -1.0799 -0.4452 -0.0284 0.023
C -3.3426 -0.6717 -0.3132 -0.1515 0.8525 -0.5460 0.008
N -2.5001 -1.3935 0.4917 0.1068 0.2757 -0.1172 0.056
C -3.0429 -2.4317 1.1620 -0.4499 -0.3147 0.1727 0.077
C -4.3633 -2.7848 1.0374 0.4045 -0.0195 0.1461 0.017
C -5.2198 -2.0802 0.1870 -0.0726 0.4666 -0.3844 0.104
C -4.7192 -0.9810 -0.5211 -0.3309 -0.8080 0.4083 -0.016
H -5.3912 1.5632 -2.7153 0.0202 0.0353 -0.0027 0.000
H -3.3151 3.0293 -3.0384 0.0170 0.0225 0.0138 -0.008
H -0.9388 3.4626 -2.3490 0.0173 -0.0046 0.0234 0.003
H 0.1714 1.9699 -0.7614 0.0317 -0.0433 0.0070 -0.006
H -2.3844 -2.9842 1.8151 0.0179 0.0598 0.0081 0.004
H -4.7387 -3.6221 1.6104 0.0143 -0.0085 0.0031 -0.001
H -6.2485 -2.3680 0.0896 -0.0698 -0.0351 -0.0070 0.008
F 8.4664 4.9064 -0.2006 0.1010 0.0371 -0.0102 0.000
C 7.1916 4.4949 -0.1262 -0.1253 -0.0517 0.0104 0.000
C 6.4228 4.7857 0.9856 0.0547 0.0161 0.0100 0.000
F 6.9663 5.4883 1.9933 0.0328 0.0358 0.0563 0.000
C 5.1135 4.3556 1.0573 -0.0979 -0.1890 -0.3062 0.000
F 4.4228 4.6595 2.1646 0.0205 0.0920 0.1334 0.000
C 4.4987 3.6253 0.0348 0.5291 0.2009 -0.0527 0.000
Se 2.7291 3.0527 0.1227 -0.5691 -0.1364 0.0001 0.000
C 5.3138 3.3444 -1.0685 -0.1323 0.1090 0.3060 0.000
F 4.8235 2.6356 -2.0929 0.0562 -0.0276 -0.1253 0.000
C 6.6256 3.7657 -1.1562 0.0206 0.0124 0.0121 0.000
F 7.3655 3.4730 -2.2373 0.0505 -0.0166 -0.0611 0.000
```
Forces are in eV/Å.


No. 2
# C31H28IN6O3S5Ti

A molecular structure, C31H28IN6O3S5Ti (ωB97M-V with the def2-TZVPD basis set, OMol25).

Summary:
Frontier orbital gap: 6.9 eV
2S+1: 1
Total charge: +1
E_tot: -4890.45577 Ha

The geometry in XYZ format:
```
75
Properties=species:S:1:pos:R:3:forces:R:3:lowdin_charge:R:1
Ti -0.9239 -1.0186 -0.1952 0.2194 0.4067 0.0347 0.542
S -3.1457 -1.6369 0.1620 0.2482 0.0544 0.1645 0.693
C -4.0409 -0.1148 0.2242 -0.0626 0.0496 0.0216 -0.617
C -4.8776 0.2352 -0.8341 0.0930 -0.0270 0.0681 -0.119
C -5.6125 1.4077 -0.7843 -0.0301 0.0393 -0.0208 -0.076
C -5.5157 2.2478 0.3171 -0.0150 0.0351 0.0132 -0.071
C -4.7057 1.8947 1.3849 0.0389 -0.1069 -0.0528 -0.088
C -3.9715 0.7103 1.3552 -0.0600 0.0490 0.0394 -0.549
S -3.0941 0.2254 2.8252 0.0951 0.0565 -0.0092 0.966
C -1.4058 0.8637 2.4828 -0.1986 -0.0714 0.0597 -0.390
C -0.3732 -0.1690 2.7956 0.1289 0.0995 0.0561 -0.324
C 0.4004 -0.0614 3.9425 -0.1115 -0.0737 0.0286 0.005
C 1.2744 -1.0795 4.2744 0.0332 -0.0638 -0.0187 -0.010
C 1.3495 -2.1953 3.4579 0.0124 0.0370 0.1110 0.000
C 0.6031 -2.2168 2.2980 -0.1547 0.1610 -0.0426 -0.333
C 0.6838 -3.3703 1.3453 -0.0284 0.0054 -0.0885 -0.321
S -0.9311 -3.4660 0.5310 -0.1900 -0.1883 -0.0814 0.937
C -0.5725 -4.4265 -0.9014 0.0563 0.0746 0.0520 -0.511
C -0.7858 -5.7971 -0.9141 0.0087 -0.0001 -0.0486 -0.073
C -0.5013 -6.5077 -2.0695 -0.0224 -0.0336 0.0254 -0.063
C -0.0257 -5.8412 -3.1913 0.0130 0.0146 -0.0207 -0.055
C 0.1745 -4.4689 -3.1759 0.0110 0.0299 0.0057 -0.088
C -0.1013 -3.7474 -2.0198 0.0260 0.0217 0.0449 -0.600
S 0.1750 -2.0085 -1.9540 0.0401 -0.1713 -0.2290 0.769
N -0.2241 -1.2086 1.9581 0.0548 -0.1618 -0.1997 0.024
H -4.9421 -0.4219 -1.6920 -0.0067 0.0047 -0.0147 0.092
H -6.2677 1.6649 -1.6068 0.0065 -0.0032 -0.0040 0.112
H -6.0880 3.1649 0.3614 -0.0099 -0.0071 -0.0273 0.110
H -4.6482 2.5226 2.2636 -0.0046 0.0049 0.0030 0.108
H -1.2504 1.7432 3.1055 0.0693 0.0184 -0.0311 0.088
H -1.3595 1.2048 1.4485 -0.0290 -0.0537 0.0281 0.036
H 0.2881 0.8041 4.5805 -0.0351 0.0030 -0.0074 0.125
H 1.8731 -1.0155 5.1734 0.0009 -0.0099 -0.0024 0.123
H 1.9866 -3.0324 3.7072 0.0003 -0.0057 -0.0181 0.127
H 0.8712 -4.3162 1.8488 0.0523 0.0458 0.0802 0.106
H 1.4414 -3.1833 0.5852 0.0199 -0.0085 0.0003 0.074
H -1.1785 -6.2944 -0.0368 0.0054 -0.0006 0.0033 0.116
H -0.6611 -7.5766 -2.0977 -0.0023 0.0021 -0.0060 0.113
H 0.1843 -6.3963 -4.0959 0.0020 0.0005 -0.0009 0.115
H 0.5354 -3.9532 -4.0558 -0.0015 -0.0083 -0.0073 0.112
N 4.6255 5.2754 1.8736 0.0236 -0.0128 -0.0100 0.117
C 3.6153 4.5607 1.2818 -0.1031 -0.0759 -0.0095 -0.310
C 3.5198 4.4785 -0.1139 0.0150 0.0307 0.0028 -0.015
C 2.5295 3.7236 -0.7067 0.0281 0.0179 0.0045 -0.059
C 1.6173 3.0449 0.0867 -0.1252 -0.0711 -0.0499 -0.313
C 1.6894 3.1169 1.4720 -0.0108 0.0131 -0.0551 -0.049
C 2.6821 3.8646 2.0665 0.0464 0.0379 0.0422 -0.018
S 0.3418 2.1016 -0.6547 -0.0896 0.1985 -0.2015 0.656
O 0.3560 2.3081 -2.0827 0.1402 -0.1011 0.0838 -0.283
O -0.9066 2.4396 0.0045 0.0753 0.0452 0.0504 -0.330
N 0.6408 0.5346 -0.2304 -0.6049 -0.2550 0.0296 -0.178
C 1.9484 0.1031 -0.3926 0.6465 -0.1474 -0.0501 -0.509
N 2.3224 -0.9549 0.3373 -0.2665 0.1025 0.0215 0.110
C 3.5697 -1.3780 0.1917 0.0599 -0.0628 0.0345 -0.117
C 4.4791 -0.7693 -0.6522 0.0138 -0.0342 0.0152 -0.036
C 3.9939 0.3120 -1.3636 -0.0265 0.0638 -0.0372 -0.095
N 2.7444 0.7409 -1.2525 -0.1289 0.0476 0.0188 0.141
H 5.1178 5.9477 1.3119 0.0035 0.0151 0.0142 0.100
H 4.5260 5.5206 2.8428 0.0073 0.0190 0.0029 0.098
H 4.2344 5.0127 -0.7280 -0.0060 -0.0004 -0.0048 0.116
H 2.4524 3.6434 -1.7819 0.0232 0.0052 -0.0020 0.117
H 0.9578 2.5952 2.0767 0.0209 -0.0007 0.0261 0.104
H 2.7421 3.9281 3.1463 0.0027 -0.0024 -0.0032 0.113
H 3.8514 -2.2436 0.7864 0.0199 0.0154 -0.0147 0.116
H 5.4956 -1.1173 -0.7538 -0.0026 -0.0066 0.0064 0.105
H 4.6210 0.8584 -2.0604 0.0172 -0.0186 0.0068 0.120
N -2.6252 2.0897 -2.3660 -0.0171 -0.1336 0.0942 0.256
C -1.9754 0.9497 -2.4791 0.0073 0.2221 -0.1894 -0.635
O -1.7455 0.2517 -1.4677 -0.0203 -0.0155 0.1444 -0.261
C -1.5482 0.4938 -3.8360 0.0030 -0.1927 0.1728 -0.532
I -2.8322 -1.1151 -4.4047 0.0422 0.0352 -0.0553 0.898
H -2.7884 2.4493 -1.4346 -0.0072 0.0247 0.0061 0.125
H -2.7433 2.6975 -3.1574 0.0240 0.0071 -0.0074 0.142
H -0.5391 0.0968 -3.7774 -0.0190 -0.0080 0.0029 0.037
H -1.6069 1.2741 -4.5854 -0.0658 0.0183 0.0012 0.064
```
Forces are in eV/Å.


No. 3
# C31H28NO3

2 unconnected molecules or ions with the total composition C31H28NO3 in a non-equilibrium geometry (ωB97M-V with the def2-TZVPD basis set, OMol25).

Summary:
Frontier orbital gap: 6.0 eV
2S+1: 1
Total charge: +1
E_tot: -1478.30748 Ha

The geometry in XYZ format:
```
63
Properties=species:S:1:pos:R:3:forces:R:3:nbo_charge:R:1
C -3.4580 -3.3230 -3.0426 0.3155 0.1500 -0.0721 -0.191
C -3.7393 -1.9567 -2.9195 0.2278 0.0114 -0.0499 -0.215
C -2.7012 -1.0269 -2.8825 0.4780 -0.3220 0.0947 -0.198
C -1.3528 -1.4450 -2.9631 -1.0254 -0.8783 -0.4186 -0.028
C -0.2479 -0.5130 -2.7348 -0.4071 1.7051 0.9077 0.183
C -0.3955 0.7130 -2.1619 0.4011 -1.1726 -1.1127 -0.457
N 1.0488 -0.9897 -3.0418 1.0392 -0.2498 0.1940 -0.655
C 1.6770 -1.8606 -2.1795 -0.4682 -0.1052 0.4007 0.681
C 3.0244 -2.3894 -2.5575 0.5452 -0.1681 -0.0702 -0.196
C 3.5174 -3.4266 -1.7504 0.1607 0.0771 -0.1230 -0.155
C 4.7744 -3.9788 -1.9851 -0.1399 0.2614 -0.2143 -0.213
C 5.5681 -3.4869 -3.0283 -0.3391 0.1612 0.1238 -0.180
C 5.0865 -2.4521 -3.8408 -0.1982 -0.0507 0.1269 -0.230
C 3.8109 -1.9116 -3.6205 0.0943 -0.2971 0.3225 -0.121
O 1.1263 -2.2296 -1.1405 0.3211 0.4568 -0.6771 -0.643
C -1.0996 -2.8075 -3.2277 -0.0864 0.2886 0.2280 -0.183
C -2.1340 -3.7408 -3.2150 -0.1763 0.2998 -0.0961 -0.211
H -4.2642 -4.0549 -3.0401 0.1692 0.1982 0.0043 0.223
H -4.7710 -1.6121 -2.8567 0.2500 -0.1098 -0.0006 0.222
H -2.9071 0.0405 -2.7979 -0.1584 -0.3487 0.0280 0.203
H 0.5011 1.3114 -1.9749 -0.4121 -0.0692 -0.0974 0.211
H -1.3921 1.1152 -1.9790 0.3952 -0.0445 0.0347 0.205
H 1.5899 -0.5323 -3.7680 -0.3117 -0.2134 0.2415 0.416
H 2.8985 -3.7926 -0.9319 0.1274 0.1297 -0.2589 0.236
H 5.1195 -4.7886 -1.3448 0.0334 0.1756 -0.2039 0.223
H 6.5598 -3.9069 -3.1956 -0.2645 0.1420 -0.0302 0.227
H 5.7111 -2.0661 -4.6489 -0.2479 -0.1185 0.2383 0.226
H 3.4401 -1.1162 -4.2709 0.2420 -0.2297 0.1416 0.193
H -0.0818 -3.1513 -3.4205 -0.3623 0.1158 0.1991 0.216
H -1.8901 -4.7937 -3.3492 -0.1609 0.2366 -0.0154 0.223
C -4.2146 6.6705 3.6495 0.0243 -0.1089 -0.1776 -0.263
O -3.7823 6.3444 2.3124 0.5533 -1.0762 -0.2395 -0.463
C -3.1421 5.1813 2.0357 0.1058 0.2856 0.3662 0.398
C -2.6420 5.0347 0.7146 -0.2099 0.2505 0.2430 -0.270
C -1.8952 3.9396 0.3595 0.0032 -0.3679 0.1933 -0.099
C -1.5938 2.9056 1.3009 -0.6621 0.2679 0.1461 -0.190
C -0.7156 1.8416 0.9446 0.3264 0.0289 1.1510 0.095
C 0.0452 1.0857 1.8686 0.1982 0.2481 -0.0149 -0.192
C 0.6822 -0.1338 1.4680 0.2679 -0.4081 0.2176 -0.030
C 1.3065 -0.9291 2.4070 -0.1765 0.4590 0.2768 -0.117
C 1.3122 -0.5383 3.7698 0.0129 -0.6376 0.2398 0.432
O 1.8729 -1.4394 4.6171 -0.6089 0.9683 -1.6008 -0.435
C 2.3151 -2.5804 3.7963 0.0744 -0.3419 0.3321 -0.069
C 2.0306 -2.2422 2.3217 0.3409 -0.3475 -0.3496 -0.462
C 0.7752 0.6914 4.1820 0.3123 -0.2458 0.1645 -0.294
C 0.2364 1.5122 3.2275 -0.5380 -0.0803 -0.0275 -0.082
C -2.2281 3.0091 2.5799 0.4587 0.0723 -0.0466 -0.124
C -2.9314 4.1343 2.9664 -0.1888 0.3702 -0.1417 -0.275
H -4.7076 7.6345 3.5222 0.0458 -0.1773 0.1772 0.223
H -4.9273 5.9331 4.0401 0.1568 0.1290 -0.1722 0.192
H -3.3635 6.7759 4.3345 -0.1171 -0.0867 -0.2413 0.194
H -2.8524 5.8356 0.0118 0.0838 -0.1480 0.0604 0.249
H -1.4908 3.8590 -0.6490 -0.0818 0.0916 0.1905 0.228
H -0.5962 1.6031 -0.1049 -0.0042 0.0235 0.0772 0.234
H 0.6587 -0.4548 0.4283 -0.1443 -0.0171 0.0721 0.252
H 3.3816 -2.7242 4.0099 -0.3584 0.0456 -0.0441 0.208
H 1.7536 -3.4612 4.1377 0.1845 0.3451 -0.0126 0.205
H 1.4420 -3.0272 1.8305 0.0908 0.2690 0.0927 0.255
H 2.9797 -2.1577 1.7697 -0.3741 0.0879 0.0467 0.242
H 0.8165 0.9540 5.2302 0.1238 0.2096 -0.0642 0.249
H -0.0862 2.5096 3.5144 0.1420 -0.2340 -0.0522 0.233
H -2.1433 2.1828 3.2876 -0.0991 0.2511 -0.2837 0.233
H -3.3152 4.2231 3.9854 0.0159 -0.1575 -0.4242 0.234
```
Forces are in eV/Å.